1.
The following is a DFT calculation (the ωB97M-V functional and the def2-TZVPD basis) of a molecular structure, C32H40AuN4P at a distorted geometry.

Structure (XYZ):
```
78
Properties=species:S:1:pos:R:3:forces:R:3
Au 0.552 -0.954 -0.027 -0.17 0.15 0.34
N 1.913 -3.491 -2.097 0.05 0.01 0.08
C 0.619 -3.799 -1.713 -0.18 -0.02 0.05
C 0.034 -4.937 -2.288 0.03 -0.01 0.02
C -1.214 -5.335 -1.874 0.03 0.01 -0.01
C -1.871 -4.598 -0.889 0.01 0.05 0.05
C -1.242 -3.485 -0.395 -0.07 -0.06 -0.06
N -0.023 -3.072 -0.800 0.13 0.02 0.05
C 2.687 -2.349 -2.030 0.02 0.16 -0.05
C 4.007 -2.454 -2.498 0.01 0.02 -0.02
C 4.800 -1.335 -2.550 -0.10 -0.09 0.02
C 4.265 -0.107 -2.155 -0.03 0.01 -0.01
C 2.976 -0.089 -1.694 0.12 0.18 -0.03
N 2.194 -1.186 -1.593 -0.23 -0.07 -0.06
H 2.365 -4.243 -2.589 0.03 -0.03 -0.04
H 0.570 -5.487 -3.050 -0.01 -0.01 0.01
H -1.681 -6.208 -2.308 0.03 -0.01 -0.01
H -2.847 -4.883 -0.524 0.00 0.01 0.00
H -1.707 -2.868 0.361 -0.04 -0.03 -0.07
H 4.379 -3.417 -2.822 0.02 0.01 0.00
H 5.819 -1.405 -2.904 0.00 -0.01 -0.01
H 4.844 0.803 -2.211 -0.03 0.02 0.02
H 2.512 0.842 -1.394 0.01 -0.03 0.03
C -1.810 -1.806 3.246 0.05 -0.02 -0.05
C -0.324 -1.507 3.448 -0.03 0.01 -0.33
C 0.013 -1.149 4.895 0.02 0.01 -0.01
P 0.265 -0.281 2.187 0.15 0.07 0.09
C 1.845 0.433 2.820 -0.07 -0.06 -0.25
C 2.906 -0.669 2.809 0.00 -0.01 0.02
C 2.265 1.627 1.966 -0.06 -0.03 0.11
C -0.939 1.071 2.047 0.02 -0.15 0.04
C -1.516 1.689 3.134 0.10 -0.02 -0.08
C -2.471 2.709 2.992 0.00 -0.01 -0.09
C -3.104 3.345 4.181 -0.08 0.08 0.03
C -2.833 3.105 1.690 0.01 -0.01 0.06
C -2.267 2.528 0.591 0.05 0.01 -0.19
C -1.286 1.496 0.727 -0.14 0.20 0.07
N -0.705 0.958 -0.341 0.38 -0.49 0.48
C -0.831 1.433 -1.637 -0.06 0.38 -0.95
C -0.117 2.598 -2.017 -0.06 -0.29 0.32
C 0.754 3.314 -1.025 -0.08 0.00 -0.06
C -0.254 3.062 -3.309 -0.04 0.00 -0.18
C -1.066 2.421 -4.247 0.01 -0.09 0.22
C -1.178 2.943 -5.643 0.07 -0.01 -0.11
C -1.755 1.274 -3.850 0.07 0.17 -0.18
C -1.648 0.760 -2.574 0.07 -0.01 0.45
C -2.412 -0.468 -2.173 0.05 0.03 0.03
H -2.102 -2.651 3.869 0.01 0.00 0.00
H -2.028 -2.065 2.208 -0.05 0.04 0.06
H -2.434 -0.956 3.520 0.00 0.02 0.02
H 0.240 -2.407 3.180 0.02 -0.01 0.00
H -0.474 -0.233 5.225 -0.03 0.00 0.01
H 1.084 -1.048 5.059 0.00 0.01 0.02
H -0.340 -1.953 5.542 -0.01 0.00 -0.01
H 1.662 0.775 3.841 -0.08 -0.05 0.04
H 3.076 -1.016 1.786 0.04 -0.01 0.02
H 2.630 -1.530 3.420 0.00 0.00 -0.02
H 3.850 -0.283 3.193 -0.02 0.02 0.00
H 2.406 1.320 0.928 0.04 0.01 0.00
H 3.210 2.029 2.331 0.00 -0.02 0.00
H 1.522 2.425 2.003 0.03 0.02 -0.06
H -1.233 1.392 4.134 -0.02 -0.02 0.04
H -2.688 2.976 5.115 0.00 0.01 0.01
H -4.181 3.158 4.182 0.02 -0.03 0.00
H -2.985 4.430 4.143 0.03 -0.01 0.02
H -3.574 3.884 1.558 0.00 0.00 0.02
H -2.547 2.840 -0.407 0.00 0.00 0.01
H 1.417 2.619 -0.508 0.00 0.06 0.02
H 0.149 3.814 -0.264 0.05 0.02 0.03
H 1.357 4.071 -1.520 0.01 0.01 0.01
H 0.284 3.957 -3.600 0.00 0.00 0.00
H -1.071 4.026 -5.671 -0.04 0.00 -0.01
H -2.126 2.663 -6.099 -0.01 0.03 0.00
H -0.381 2.523 -6.263 -0.02 0.01 0.00
H -2.403 0.777 -4.562 -0.01 -0.01 0.01
H -3.208 -0.677 -2.884 0.00 -0.01 0.01
H -2.852 -0.362 -1.180 -0.03 -0.03 -0.02
H -1.745 -1.331 -2.153 -0.01 -0.11 0.02
```
Forces are in eV/Å.

Its total charge is +2. The value obtained for the max |F| is 1.03 eV/Å. For the energy above the lowest of the compared OMol25 structures with the same formula, charge and spin, the calculation gives 1.3 kcal per mole. For the LUMO energy (spin up / spin down), the calculation gives -0.1801 / -0.2935 hartree. Its spin multiplicity is 3. Its expectation value of S² is 2.06.

2.
The following is a DFT calculation (the ωB97M-V functional and the def2-TZVPD basis) of a molecular structure, C21H20N4O4 at a distorted geometry.

Structure (XYZ):
```
49
Properties=species:S:1:pos:R:3:forces:R:3
C 1.833 -0.990 3.386 -7.15 -0.99 -3.13
H 2.714 -0.665 3.604 5.40 2.06 0.62
O 1.604 -1.224 1.985 3.70 0.62 -0.74
C 0.488 -1.522 1.373 -0.90 0.35 -2.63
C 0.378 -1.526 -0.117 14.74 4.61 7.80
C -0.554 -2.008 -0.681 -7.24 -2.58 -3.75
C -1.609 -2.218 0.091 -9.95 -4.96 -8.00
C -1.834 -2.238 1.316 4.15 0.56 6.87
C -0.634 -1.838 1.970 -2.10 0.43 6.58
H -0.686 -1.665 3.171 0.00 -0.82 -2.87
O -2.822 -2.579 2.147 -4.07 2.75 -2.08
C -3.916 -1.519 1.794 4.43 3.58 10.89
C -3.414 0.076 1.697 -0.37 -6.06 7.05
C -2.843 0.437 0.640 2.05 5.01 -3.27
C -2.107 1.566 0.974 6.15 2.50 7.07
N -1.842 1.604 2.413 -3.79 -0.73 -4.96
O -2.769 0.702 2.874 -1.09 -1.27 -2.23
C -1.164 2.466 0.158 -4.93 -3.83 -0.32
O -1.833 2.559 -0.931 3.26 1.66 0.83
N 0.129 2.720 0.509 -9.05 2.69 -10.90
C 0.708 2.358 1.537 10.10 -5.00 10.71
H 1.712 1.548 1.379 -2.80 1.75 -0.14
H 1.299 3.120 2.088 -0.20 0.53 -0.65
H 0.237 1.916 2.439 -0.69 0.09 -1.48
C 0.687 3.114 -0.798 3.83 11.07 10.82
C 1.238 2.137 -1.432 0.40 -3.16 -6.08
N 2.418 1.760 -1.390 3.26 -5.56 -0.44
C 2.366 0.363 -2.292 -0.48 7.46 2.75
C 3.463 -0.386 -2.588 -6.48 -1.39 -2.75
C 3.000 -1.364 -3.452 1.64 -4.28 -2.88
C 1.689 -1.526 -4.163 -0.02 4.48 1.95
C 0.691 -0.435 -3.945 9.78 -1.05 4.80
C 1.116 0.472 -2.875 -2.55 0.16 -2.65
N 0.428 1.711 -2.404 3.71 -6.35 -2.29
H -0.496 1.935 -2.541 -2.49 0.43 0.02
H -0.178 -0.661 -4.259 -6.38 -0.48 -2.50
H 1.341 -2.209 -4.943 1.04 -0.38 0.61
H 3.883 -2.175 -3.613 -2.54 1.52 -0.16
H 4.335 -0.475 -2.141 3.97 0.16 2.04
H 1.861 3.709 -0.218 -2.95 -1.33 -1.75
H 0.281 4.074 -1.034 -0.83 -0.28 -1.45
H -2.820 0.252 -0.356 -0.83 -1.38 -2.63
H -4.483 -1.394 2.780 0.29 -1.13 -1.54
H -4.478 -1.539 1.042 -4.21 -1.72 -6.48
H -2.648 -2.736 -0.592 2.76 1.59 1.83
H -0.733 -2.177 -1.643 0.17 -0.48 -4.03
H 1.390 -1.362 -0.500 -0.43 0.29 -0.68
H 1.554 -1.819 3.918 -0.07 -2.63 1.39
H 1.016 -0.352 3.623 -0.22 1.50 0.84
```
Forces are in eV/Å.

The value obtained for the max |F| is 17.30 eV/Å. For the energy above the lowest of the compared OMol25 structures with the same formula, charge and spin, the calculation gives 505.0 kcal per mole. For the LUMO energy, the calculation gives 0.0001 hartree.

3.
The following is a DFT calculation (the ωB97M-V functional and the def2-TZVPD basis) of 2 unconnected molecules or ions with the total composition C3H10NOS at a distorted geometry.

Structure (XYZ):
```
16
Properties=species:S:1:pos:R:3:forces:R:3
C -0.495 2.038 -0.112 -0.21 -0.37 -0.01
S -1.887 1.243 0.722 -0.07 -0.26 0.03
C -1.169 -0.398 0.984 -0.13 0.18 1.00
H -0.089 1.365 -0.868 -0.01 0.00 0.00
H 0.314 2.216 0.591 -0.03 0.27 -0.02
H -0.926 2.937 -0.544 0.26 0.28 -0.01
H -1.848 -0.974 1.620 -0.38 -0.01 -0.41
H -0.932 -0.888 0.051 0.12 -0.04 -0.06
H -0.288 -0.307 1.619 0.32 0.09 -0.46
N 1.970 -2.289 -1.408 1.01 -0.61 -0.08
C 1.702 -1.398 -0.287 -0.65 0.57 0.84
O 1.422 -0.135 -0.620 -0.20 -0.25 -0.07
H 1.427 -3.078 -1.691 -0.47 0.11 0.22
H 2.591 -1.942 -2.111 -0.01 0.27 -0.18
H 0.893 -1.951 0.314 0.11 0.14 -0.43
H 2.540 -1.403 0.457 0.32 -0.36 -0.35
```
Forces are in eV/Å.

Its total charge is -1. The value obtained for the max |F| is 1.21 eV/Å. For the energy above the lowest of the compared OMol25 structures with the same formula, charge and spin, the calculation gives 47.2 kcal per mole. For the LUMO energy, the calculation gives 0.1282 hartree.

4.
The following is a DFT calculation (the ωB97M-V functional and the def2-TZVPD basis) of 2 unconnected molecules or ions with the total composition C5H12ClP at a distorted geometry.

Structure (XYZ):
```
19
Properties=species:S:1:pos:R:3:forces:R:3
C 1.727 0.459 -0.225 -2.38 0.78 3.80
C -0.100 1.184 -1.716 -0.49 -2.11 0.94
C -0.627 1.115 0.781 0.53 -0.65 -0.92
C -0.497 -2.396 1.441 -1.62 1.70 -0.03
C 0.187 0.518 -0.335 -0.47 -1.22 -2.39
P -0.359 -1.249 -0.815 1.17 -1.12 3.38
Cl -2.307 -1.004 -1.216 -1.06 0.04 0.01
H 2.100 -0.496 -0.211 1.02 -2.49 -0.65
H 2.209 1.098 -0.858 1.23 1.43 -2.06
H 2.008 0.790 0.784 -0.09 0.19 -0.01
H -1.156 1.266 -1.872 -0.57 -0.14 -0.46
H 0.414 0.607 -2.482 -0.28 -0.10 -0.35
H 0.282 2.127 -1.773 1.25 2.82 0.11
H -0.607 0.481 1.633 -0.14 -0.42 0.86
H -0.192 2.035 0.989 0.86 1.90 0.84
H -1.621 1.346 0.469 -0.85 -0.25 -0.19
H -0.181 -1.928 2.409 -0.32 0.68 -1.12
H 0.243 -3.117 1.324 1.00 -1.61 -0.78
H -1.520 -2.838 1.674 1.21 0.57 -0.97
```
Forces are in eV/Å.

The value obtained for the max |F| is 4.55 eV/Å. For the energy above the lowest of the compared OMol25 structures with the same formula, charge and spin, the calculation gives 70.6 kcal per mole. For the LUMO energy, the calculation gives 0.0155 hartree.